Entry from the OMol25 dataset: 4 unconnected molecules or ions with the total composition C16H44N4O4 at a distorted geometry (ωB97M-V/def2-TZVPD).

Multiplicity   2
Highest occupied orbital energy (spin up / spin down)   1.00 / -6.72 eV
<S²>   0.75
Charge   -1
E_LUMO (spin up / spin down)   2.9165 / 2.8144 eV

Element x y z (Å)
C 0.260 -3.807 3.466
C -0.568 -3.664 2.244
C -1.324 -2.298 2.221
O -2.103 -2.107 3.415
C -2.896 -0.888 3.331
N 0.227 -3.763 0.999
H 1.206 -3.269 3.397
H 0.606 -4.841 3.464
H -0.237 -3.546 4.400
H -1.306 -4.443 2.056
H -1.954 -2.281 1.332
H -0.508 -1.577 2.167
H -2.311 0.004 3.106
H -3.177 -0.776 4.379
H -3.748 -0.942 2.653
H 0.755 -4.623 1.026
H 1.022 -3.141 1.036
C 4.979 1.659 -1.757
C 4.701 1.194 -0.302
C 4.351 2.396 0.565
O 5.443 3.375 0.584
C 5.374 4.405 1.515
N 3.685 0.269 -0.182
H 5.856 2.224 -2.071
H 4.192 2.313 -2.131
H 4.969 0.766 -2.382
H 5.594 0.651 0.007
H 4.101 2.052 1.569
H 3.534 2.997 0.167
H 6.417 4.601 1.766
H 4.837 4.222 2.445
H 4.877 5.283 1.102
H 3.656 -0.407 -0.932
H 2.835 0.802 -0.293
C -4.534 2.541 0.173
C -4.629 2.302 -1.263
C -4.862 0.823 -1.568
O -3.691 0.119 -1.006
C -3.820 -1.308 -1.004
N -5.736 3.102 -1.771
H -3.725 1.980 0.641
H -5.396 2.137 0.704
H -4.513 3.611 0.381
H -3.696 2.586 -1.749
H -4.815 0.655 -2.644
H -5.745 0.302 -1.197
H -4.788 -1.723 -1.284
H -3.383 -1.859 -0.171
H -3.194 -1.712 -1.799
H -6.365 2.455 -2.226
H -6.220 3.390 -0.933
C 2.290 -1.667 -2.789
C 1.206 -1.635 -1.698
C 0.273 -0.450 -1.730
O 1.060 0.661 -1.281
C 0.477 1.730 -0.484
N 0.378 -2.836 -1.880
H 2.879 -0.753 -2.853
H 1.729 -1.689 -3.724
H 2.983 -2.500 -2.910
H 1.692 -1.751 -0.729
H -0.562 -0.685 -1.070
H -0.238 -0.258 -2.673
H -0.071 1.410 0.402
H -0.271 2.198 -1.123
H 1.139 2.560 -0.235
H 0.991 -3.637 -1.820
H -0.187 -2.936 -1.048

=====

Entry from the OMol25 dataset: 6 unconnected molecules or ions with the total composition C40H90BF4N5 at a distorted geometry (ωB97M-V/def2-TZVPD).

Highest occupied orbital energy   -19.23 eV
Charge   +4
E_LUMO   -7.5295 eV

Element x y z (Å)
C -2.536 -1.844 -2.359
C -2.390 -3.300 -1.993
C -2.408 -3.230 -0.391
N -2.610 -4.626 0.292
C -3.987 -5.353 0.005
C -1.492 -5.582 0.055
C -1.553 -6.527 1.300
C -1.985 -5.591 2.464
C -2.516 -4.315 1.859
H -1.884 -1.124 -1.865
H -3.479 -1.401 -2.038
H -2.408 -1.610 -3.416
H -1.425 -3.646 -2.365
H -3.061 -4.050 -2.412
H -3.227 -2.597 -0.050
H -1.543 -2.769 0.084
H -4.019 -5.706 -1.026
H -4.874 -4.733 0.135
H -4.193 -6.311 0.483
H -1.529 -6.067 -0.921
H -0.567 -5.014 0.149
H -2.314 -7.306 1.256
H -0.541 -6.841 1.555
H -2.849 -6.073 2.920
H -1.190 -5.434 3.194
H -3.479 -3.963 2.231
H -1.783 -3.511 1.912
C 6.451 -2.539 3.862
C 5.701 -1.558 4.833
C 4.428 -2.390 5.371
N 3.262 -1.529 5.789
C 3.709 -0.279 6.643
C 2.123 -2.299 6.439
C 1.322 -2.849 5.280
C 1.469 -1.754 4.092
C 2.512 -0.770 4.627
H 5.838 -2.924 3.047
H 6.704 -3.506 4.297
H 7.401 -2.107 3.545
H 5.422 -0.676 4.257
H 6.295 -1.218 5.681
H 4.849 -2.977 6.187
H 4.047 -3.124 4.661
H 2.775 0.197 6.944
H 4.290 0.491 6.136
H 4.183 -0.625 7.561
H 1.428 -1.604 6.909
H 2.619 -2.970 7.140
H 0.263 -3.068 5.418
H 1.779 -3.782 4.950
H 0.512 -1.270 3.894
H 1.722 -2.293 3.179
H 2.020 0.085 5.092
H 3.157 -0.372 3.844
C -7.470 1.245 -4.903
C -6.618 1.399 -3.649
C -5.587 2.578 -3.671
N -4.734 2.757 -2.406
C -5.702 3.109 -1.196
C -3.681 3.887 -2.531
C -2.569 3.494 -1.559
C -2.582 1.964 -1.396
C -3.809 1.487 -2.163
H -6.873 1.396 -5.803
H -8.267 1.983 -4.813
H -7.941 0.273 -5.052
H -6.091 0.491 -3.359
H -7.341 1.597 -2.857
H -6.002 3.522 -4.025
H -4.836 2.241 -4.385
H -6.278 2.192 -1.073
H -6.268 3.939 -1.619
H -5.116 3.253 -0.288
H -4.179 4.837 -2.338
H -3.388 3.836 -3.580
H -2.592 4.156 -0.693
H -1.677 3.838 -2.083
H -2.527 1.814 -0.317
H -1.634 1.610 -1.801
H -4.293 0.694 -1.594
H -3.528 1.031 -3.113
C 2.143 3.680 5.224
C 1.674 4.445 3.984
C 1.537 3.506 2.732
N 1.160 4.308 1.476
C -0.055 5.247 1.697
C 2.444 5.167 1.109
C 2.020 5.677 -0.311
C 1.306 4.491 -0.952
C 0.969 3.526 0.177
H 2.212 4.295 6.121
H 3.119 3.197 5.199
H 1.374 2.935 5.429
H 2.434 5.220 3.889
H 0.691 4.831 4.253
H 0.694 2.828 2.863
H 2.479 2.980 2.575
H -0.838 4.700 2.223
H -0.407 5.703 0.772
H 0.204 6.131 2.279
H 2.368 6.068 1.717
H 3.383 4.629 1.239
H 1.479 6.623 -0.263
H 2.948 5.834 -0.862
H 0.414 4.888 -1.439
H 1.946 4.005 -1.688
H -0.048 3.140 0.245
H 1.780 2.812 0.321
C 2.277 0.181 -7.755
C 1.750 -0.271 -6.352
C 2.881 -0.303 -5.222
N 2.349 -0.387 -3.784
C 2.059 1.001 -3.198
C 3.405 -1.147 -2.941
C 3.048 -2.629 -3.080
C 1.635 -2.729 -3.676
C 1.079 -1.237 -3.637
H 2.641 1.198 -7.901
H 1.583 -0.029 -8.569
H 3.155 -0.454 -7.877
H 1.483 -1.290 -6.631
H 0.853 0.325 -6.180
H 3.506 0.581 -5.351
H 3.404 -1.247 -5.375
H 1.737 0.934 -2.159
H 1.226 1.324 -3.823
H 2.989 1.539 -3.385
H 3.409 -0.793 -1.910
H 4.364 -0.830 -3.352
H 3.174 -3.148 -2.130
H 3.907 -2.938 -3.677
H 1.011 -3.313 -2.999
H 1.557 -3.225 -4.643
H 0.705 -1.027 -2.635
H 0.349 -0.830 -4.336
B 0.023 0.276 0.770
F -0.617 1.357 1.295
F 1.313 0.265 1.354
F -0.666 -0.782 1.260
F 0.125 0.378 -0.584

=====

Entry from the OMol25 dataset: a molecular structure, C33H39InN5OSi (ωB97M-V/def2-TZVPD).

Highest occupied orbital energy   -9.76 eV
Charge   +1
E_LUMO   -3.1858 eV

Element x y z (Å)
In -0.772 -0.864 1.171
C 3.632 2.858 -3.280
C 2.544 2.399 -2.342
C 1.233 2.859 -2.459
C 0.233 2.402 -1.623
C 0.475 1.482 -0.596
N -0.587 1.007 0.175
C -1.518 1.941 0.651
C -1.120 3.205 1.109
C -2.007 4.114 1.646
C -3.364 3.804 1.787
C -4.334 4.755 2.440
C -3.771 2.567 1.331
C -2.883 1.666 0.745
N -3.461 0.456 0.210
C -4.713 0.297 -0.266
C -4.881 -1.028 -0.587
C -3.655 -1.626 -0.282
N -2.801 -0.721 0.184
C 1.798 1.049 -0.474
C 2.799 1.480 -1.339
N 2.194 0.143 0.574
C 3.311 0.202 1.323
C 3.395 -0.964 2.051
C 2.265 -1.691 1.672
N 1.544 -1.025 0.766
H 3.329 3.753 -3.823
H 3.870 2.090 -4.019
H 4.551 3.089 -2.739
H 0.984 3.572 -3.238
H -0.783 2.755 -1.755
H -0.069 3.462 1.036
H -1.638 5.076 1.986
H -4.076 5.790 2.218
H -4.327 4.642 3.527
H -5.355 4.580 2.098
H -4.811 2.281 1.445
H -5.384 1.133 -0.372
H -5.762 -1.488 -1.001
H -3.334 -2.649 -0.401
H 3.799 1.071 -1.222
H 3.958 1.064 1.282
H 4.159 -1.242 2.756
H 1.924 -2.655 2.023
C 0.384 0.079 4.391
Si -1.073 -0.859 3.720
C -1.106 -2.595 4.382
C -2.667 0.027 4.044
H 0.225 0.320 5.448
H 0.543 1.016 3.852
H 1.293 -0.522 4.312
H -1.198 -2.590 5.474
H -0.182 -3.122 4.128
H -1.946 -3.163 3.976
H -2.864 0.073 5.120
H -3.502 -0.496 3.570
H -2.636 1.048 3.656
C 3.446 -1.330 -5.012
C 2.589 -1.866 -3.900
C 1.281 -1.422 -3.731
C 0.479 -1.870 -2.695
C -0.939 -1.371 -2.639
C 1.025 -2.809 -1.788
C 0.318 -3.284 -0.623
O -0.651 -2.755 -0.056
C 2.335 -3.314 -1.977
C 2.963 -4.330 -1.048
C 3.094 -2.820 -3.020
H 2.844 -0.898 -5.810
H 4.080 -2.110 -5.435
H 4.106 -0.545 -4.631
H 0.868 -0.713 -4.441
H -1.200 -0.907 -3.590
H -1.071 -0.614 -1.870
H -1.651 -2.169 -2.433
H 0.701 -4.207 -0.175
H 3.096 -3.926 -0.042
H 3.945 -4.613 -1.418
H 2.371 -5.243 -0.966
H 4.106 -3.189 -3.159